ORCA calculation (the ωB97M-V functional and the def2-TZVPD basis) on a molecular structure, C10H12FeI2O6PmS at a distorted geometry.

Summary:
**LUMO energy (spin up / spin down)**: -16.40 / -17.18 eV
**<S²>**: 24.88
**Maximum force**: 8.207 eV Å⁻¹
**Molecular weight**: 714.92 g/mol
**E_tot**: -3703.528914 Ha
**Spin multiplicity**: 10
**Relative energy (zero: lowest compared OMol25 entry of this formula, charge and spin)**: 0.0 kJ/mol
**Charge**: +4

```
33
Properties=species:S:1:pos:R:3:mulliken_charge:R:1
I 0.849 -3.833 0.121 0.6007
I 2.244 4.146 -0.590 0.5459
Pm 0.506 1.860 -0.111 1.1186
Fe 0.291 -1.441 -0.157 -0.3233
S 1.298 -0.229 -1.663 -0.0533
C -1.107 -1.907 -1.219 0.7577
C -1.167 -1.856 1.300 0.3916
C 0.728 -0.082 -3.546 0.9957
C 1.618 0.984 -4.159 -1.4859
C -0.752 0.254 -3.653 -0.9272
C 1.065 -1.431 -4.152 -1.4360
C -1.330 2.323 1.647 0.0813
C -1.782 2.377 -0.975 -0.0357
O -1.814 -2.501 2.001 -0.0673
O -1.968 -2.463 -1.778 -0.1075
O -2.061 2.442 2.526 0.0248
O -2.818 2.560 -1.452 0.0495
H 1.385 1.068 -5.225 0.4793
H 2.668 0.704 -4.058 0.4604
H 1.500 1.969 -3.704 0.3560
H -1.096 -0.070 -4.650 0.4443
H -0.946 1.333 -3.549 0.3033
H -1.372 -0.278 -2.918 0.1027
H 0.834 -1.403 -5.221 0.5016
H 0.518 -2.259 -3.698 0.3472
H 2.131 -1.644 -4.036 0.4591
C 0.302 -0.012 4.094 -0.6763
O 0.541 -0.856 2.942 -0.2564
C 0.806 -0.374 1.753 0.8867
O 1.307 0.807 1.714 -0.5031
H 0.733 -0.537 4.940 0.2856
H -0.783 0.066 4.225 0.3182
H 0.760 0.971 3.978 0.3617
```